No. 1
{"formula": "C18H24N4O9P2PdS", "method": "ωB97M-V/def2-TZVPD", "max_force_ha_per_bohr": 0.0503, "gap_ev": 4.93, "e_tot_ha": -2805.67972, "e_lumo_ev": 4.495, "charge": -2, "species": ["Pd", "O", "C", "O", "C", "C", "C", "C", "C", "C", "N", "C", "C", "C", "C", "C", "C", "N", "H", "H", "H", "H", "H", "H", "H", "H", "H", "H", "O", "P", "O", "O", "O", "P", "O", "O", "O", "H", "H", "C", "C", "N", "C", "S", "N", "C", "C", "H", "H", "H", "H", "H", "H", "H", "H", "H", "H", "H", "H"], "coordinates": [[-0.094, 0.296, 0.068], [2.251, 6.928, 0.740], [0.887, 6.872, 0.508], [0.236, 7.883, 0.732], [0.376, 5.612, 0.044], [-1.014, 5.367, 0.072], [-1.548, 4.147, -0.223], [-0.719, 3.032, -0.558], [0.666, 3.328, -0.730], [1.188, 4.545, -0.418], [-1.167, 1.787, -0.743], [-2.533, 1.511, -0.615], [-2.907, 0.554, 0.280], [-4.242, 0.307, 0.748], [-4.456, -0.580, 1.752], [-3.366, -1.269, 2.325], [-2.107, -1.024, 1.824], [-1.867, -0.194, 0.823], [2.604, 6.034, 0.649], [-1.656, 6.181, 0.386], [-2.617, 4.000, -0.136], [1.312, 2.544, -1.097], [2.254, 4.683, -0.573], [-3.243, 2.126, -1.156], [-5.057, 0.876, 0.320], [-5.454, -0.744, 2.143], [-3.507, -1.990, 3.117], [-1.253, -1.538, 2.251], [3.100, -1.411, -0.005], [2.992, 0.204, -0.161], [4.285, 0.789, -0.532], [1.780, 0.486, -1.015], [2.603, 0.644, 1.381], [1.375, -0.084, 2.148], [2.189, -0.768, 3.391], [0.415, 0.911, 2.673], [0.913, -1.266, 1.319], [2.300, -1.557, 0.558], [2.475, -0.038, 3.937], [0.754, -5.778, 0.345], [1.015, -4.304, 0.647], [0.909, -3.492, -0.548], [-0.282, -2.986, -0.932], [-1.726, -3.670, -0.485], [-0.289, -1.953, -1.816], [0.799, -1.655, -2.732], [1.030, -2.791, -3.732], [0.970, -6.374, 1.228], [1.381, -6.109, -0.480], [-0.286, -5.915, 0.066], [2.022, -4.170, 1.048], [0.291, -3.954, 1.389], [1.709, -2.896, -0.724], [-1.221, -1.734, -2.148], [1.720, -1.455, -2.178], [0.540, -0.726, -3.244], [1.372, -3.683, -3.214], [1.788, -2.498, -4.454], [0.112, -3.041, -4.263]]}

No. 2
{"formula": "C18H24N7O7RuS2", "method": "ωB97M-V/def2-TZVPD", "max_force_ha_per_bohr": 0.0111, "s2": 8.76, "gap_ev": [8.52, 7.17], "e_tot_ha": -2501.56336, "de_lowest_ev": 0.589, "e_lumo_ev": [0.150, -1.307], "spin_multiplicity": 6, "species": ["Ru", "O", "C", "C", "N", "C", "C", "O", "O", "C", "C", "O", "O", "H", "H", "H", "H", "H", "H", "H", "H", "H", "N", "C", "C", "C", "C", "C", "C", "S", "O", "O", "N", "C", "N", "C", "C", "C", "N", "H", "H", "H", "H", "H", "H", "H", "H", "H", "C", "N", "C", "N", "S", "H", "H", "H", "H", "H", "H"], "coordinates": [[0.620, 1.091, -0.541], [-1.677, 1.699, -0.954], [-2.438, 1.327, 0.199], [-1.812, 1.856, 1.483], [-0.365, 1.561, 1.572], [0.400, 2.763, 1.944], [0.342, 3.792, 0.803], [0.262, 4.977, 1.028], [0.378, 3.247, -0.384], [-0.044, 0.419, 2.431], [1.390, -0.051, 2.172], [2.112, -0.458, 3.047], [1.734, 0.042, 0.907], [-1.498, 2.653, -0.934], [-2.465, 0.242, 0.187], [-3.462, 1.700, 0.109], [-2.337, 1.424, 2.341], [-1.945, 2.939, 1.542], [1.446, 2.479, 2.088], [0.031, 3.205, 2.874], [-0.687, -0.412, 2.150], [-0.182, 0.648, 3.491], [-6.347, -0.754, 1.817], [-5.110, -1.226, 1.416], [-4.077, -1.393, 2.340], [-2.825, -1.812, 1.922], [-2.583, -2.060, 0.580], [-3.615, -1.931, -0.343], [-4.863, -1.511, 0.067], [-0.979, -2.546, 0.023], [-0.169, -2.728, 1.201], [-1.173, -3.635, -0.894], [-0.543, -1.181, -0.800], [0.471, -1.310, -1.670], [0.706, -0.170, -2.389], [1.678, -0.203, -3.313], [2.404, -1.340, -3.563], [2.164, -2.417, -2.700], [1.254, -2.408, -1.757], [-6.574, -0.856, 2.792], [-7.120, -0.941, 1.202], [-4.262, -1.208, 3.391], [-2.036, -1.976, 2.643], [-3.425, -2.154, -1.385], [-5.661, -1.400, -0.657], [1.845, 0.724, -3.848], [3.155, -1.381, -4.337], [2.771, -3.316, -2.768], [6.226, 0.043, -2.155], [5.088, 0.939, -2.138], [4.089, 0.866, -1.251], [4.042, -0.154, -0.410], [2.928, 2.130, -1.236], [6.902, 0.354, -2.945], [5.913, -0.982, -2.369], [6.768, 0.064, -1.207], [5.101, 1.770, -2.705], [4.741, -0.877, -0.422], [3.309, -0.164, 0.314]]}

No. 3
{"formula": "C18H25As2Cl2N3O3RuS2", "method": "ωB97M-V/def2-TZVPD", "max_force_ha_per_bohr": 0.0240, "gap_ev": [6.57, 5.57], "e_tot_ha": -7373.46179, "de_lowest_ev": 1.375, "e_lumo_ev": [-7.485, -8.323], "charge": 2, "species": ["Ru", "Cl", "C", "C", "C", "C", "C", "Cl", "C", "S", "H", "H", "H", "C", "As", "C", "C", "C", "C", "C", "C", "C", "As", "C", "C", "H", "H", "H", "H", "H", "H", "H", "H", "H", "H", "H", "H", "H", "H", "H", "H", "C", "N", "C", "N", "S", "H", "H", "H", "H", "H", "H", "O", "N", "O", "O"], "coordinates": [[0.064, 0.039, -0.529], [-0.426, -1.969, 1.228], [-1.236, -3.068, 0.132], [-1.316, -4.390, 0.486], [-2.005, -5.257, -0.363], [-2.606, -4.791, -1.519], [-2.528, -3.447, -1.846], [-3.285, -2.897, -3.287], [-1.827, -2.542, -1.024], [-1.841, -0.855, -1.421], [-0.856, -4.749, 1.395], [-2.066, -6.307, -0.112], [-3.138, -5.462, -2.178], [3.107, -1.588, 0.929], [2.182, 0.114, 0.914], [3.575, 1.386, 0.489], [1.630, 0.405, 2.738], [2.442, 0.127, 3.831], [1.952, 0.325, 5.114], [0.659, 0.797, 5.306], [-0.151, 1.087, 4.217], [0.339, 0.887, 2.932], [-0.645, 1.427, 1.364], [-2.522, 1.289, 1.792], [-0.269, 3.322, 1.281], [4.031, -1.467, 1.493], [3.347, -1.888, -0.090], [2.481, -2.343, 1.398], [4.285, 1.418, 1.314], [3.145, 2.372, 0.330], [4.075, 1.061, -0.421], [3.449, -0.249, 3.696], [2.579, 0.107, 5.968], [0.281, 0.942, 6.309], [-1.154, 1.462, 4.381], [-2.792, 2.068, 2.503], [-2.723, 0.308, 2.218], [-3.098, 1.418, 0.878], [-0.430, 3.728, 2.280], [-0.919, 3.820, 0.568], [0.770, 3.467, 0.991], [-2.125, 2.585, -5.366], [-2.016, 2.392, -3.922], [-0.998, 1.808, -3.318], [-0.026, 1.237, -4.000], [-1.001, 1.918, -1.573], [-3.135, 2.914, -5.590], [-1.964, 1.643, -5.891], [-1.418, 3.337, -5.718], [-2.733, 2.781, -3.330], [-0.022, 1.238, -5.008], [0.800, 0.930, -3.498], [1.117, -1.483, -1.711], [2.059, -0.746, -2.148], [3.058, -1.175, -2.631], [1.847, 0.513, -1.982]]}

No. 4
{"formula": "C18H25AuClIN2O6P", "method": "ωB97M-V/def2-TZVPD", "max_force_ha_per_bohr": 0.0042, "gap_ev": 6.17, "e_tot_ha": -2496.64893, "de_lowest_ev": 0.000, "e_lumo_ev": -4.023, "charge": 1, "species": ["Au", "N", "C", "C", "C", "O", "O", "H", "H", "H", "H", "H", "H", "Cl", "C", "C", "C", "I", "C", "O", "C", "N", "C", "C", "C", "C", "H", "H", "H", "H", "C", "C", "O", "P", "O", "C", "C", "O", "C", "C", "H", "H", "H", "H", "H", "H", "H", "H", "H", "H", "H", "H", "H", "H", "H"], "coordinates": [[0.100, 1.216, 0.140], [0.070, 2.902, 1.462], [-0.888, 3.922, 0.958], [-0.486, 4.403, -0.423], [-0.722, 3.421, -1.561], [-0.745, 3.769, -2.708], [-0.995, 2.144, -1.233], [-0.280, 2.511, 2.336], [0.981, 3.322, 1.624], [-0.928, 4.757, 1.659], [-1.868, 3.448, 0.939], [0.566, 4.705, -0.448], [-1.051, 5.299, -0.681], [1.543, -2.981, 5.525], [0.671, -1.948, 4.441], [-0.672, -1.755, 4.616], [-1.401, -0.913, 3.768], [-3.437, -0.652, 4.076], [-0.820, -0.217, 2.705], [-1.454, 0.588, 1.933], [0.591, -0.471, 2.516], [1.221, 0.127, 1.452], [2.513, -0.038, 1.228], [3.309, -0.816, 2.069], [2.724, -1.454, 3.127], [1.344, -1.310, 3.379], [-1.177, -2.257, 5.430], [2.927, 0.445, 0.354], [4.365, -0.911, 1.861], [3.310, -2.079, 3.787], [0.344, -3.675, -2.013], [1.435, -2.654, -1.812], [0.982, -1.532, -0.979], [0.049, -0.383, -1.470], [0.635, 0.073, -2.830], [-0.134, 0.689, -3.939], [0.850, 1.385, -4.835], [-1.397, -0.864, -1.747], [-2.520, -0.881, -0.787], [-2.441, -2.102, 0.089], [0.756, -4.522, -2.563], [-0.488, -3.271, -2.589], [-0.031, -4.038, -1.057], [1.802, -2.242, -2.750], [2.272, -3.062, -1.252], [-0.848, 1.383, -3.505], [-0.652, -0.129, -4.435], [1.346, 2.196, -4.304], [0.309, 1.816, -5.677], [1.596, 0.691, -5.222], [-3.399, -0.873, -1.425], [-2.483, 0.030, -0.195], [-2.457, -3.018, -0.502], [-3.298, -2.106, 0.763], [-1.539, -2.086, 0.704]]}